# 1
The following is a DFT calculation (ωB97M-V/def2-TZVPD) of a gas-phase ion, C5H12NOS (charge -1) at a distorted geometry.

Atoms and positions in Å:
N (-0.3748, 0.2944, 1.0925)
C (-2.0443, -0.1239, -0.6695)
H (-0.0019, 0.4135, 3.1224)
C (-0.4506, -0.4343, -0.2468)
H (1.9917, 0.3950, 0.1741)
C (0.4690, 0.2503, -1.1639)
H (-0.3354, -1.3565, 2.6665)
H (-0.0029, 1.2996, -1.2563)
H (-1.0233, 1.1893, 1.0507)
H (2.0729, -1.1532, -0.5769)
H (-2.1229, 0.0137, -1.8199)
H (-1.6712, 0.0702, 2.7271)
O (-2.4299, 0.9069, -0.0231)
H (-2.6294, -0.9851, -0.4039)
H (-0.3676, -1.5232, -0.2522)
C (-0.6724, -0.2843, 2.4653)
H (4.2153, 0.7404, -1.6106)
S (3.1017, 0.3793, -2.1956)
H (0.3357, 0.0566, -2.2858)
C (1.9405, -0.1488, -0.7941)

- Total charge: -1
- Structure (SMILES): CN[C@@H](C[O-])CCS
- HOMO: -2.73 eV

The molecule's Mulliken atomic charges, reported in e, are given here: -0.360, -0.580, 0.238, 0.080, 0.359, -0.890, 0.283, 0.214, 0.271, 0.448, 0.211, 0.291, -0.858, 0.313, 0.410, -0.900, 0.087, -0.320, 0.375, -0.670

---

# 2
The following is a DFT calculation (ωB97M-V/def2-TZVPD) of a gas-phase ion, C6H10N (charge +1) at a distorted geometry.

Atoms and positions in Å:
C (-0.4657, -0.5192, -2.7497)
H (-0.6503, 1.9855, 2.0451)
C (0.8147, 1.3676, -1.5707)
C (0.5804, -0.7116, 0.4233)
C (0.6750, 0.5533, 1.1809)
H (-0.6420, -1.5095, -2.4405)
H (-1.0422, 0.6928, -0.2214)
H (-0.1533, -0.5180, -3.8574)
H (1.6269, 0.9486, 1.1787)
H (0.2728, 1.0706, 3.1427)
H (-0.2431, -1.2939, 0.9106)
C (-0.0202, 0.4834, -0.4052)
H (1.5075, -1.1892, 0.2130)
N (0.2210, 0.3296, -1.8522)
H (-1.0173, 0.3161, 2.3504)
H (-1.4720, -0.1148, -2.8026)
C (-0.2799, 1.0204, 2.2415)

- Total charge: +1
- HOMO: -14.92 eV

The molecule's Mulliken atomic charges, reported in e, are given here: -0.707, 0.394, -0.108, -0.668, 0.307, 0.320, 0.527, 0.322, 0.526, 0.439, 0.269, -0.587, 0.328, 0.385, 0.383, 0.365, -1.494

---

# 3
The following is a DFT calculation (ωB97M-V/def2-TZVPD) of 3 unconnected molecules or ions with the total composition C2H3Cl3N2 at a distorted geometry.

Atoms and positions in Å:
N (-0.8860, -0.1733, 0.4042)
H (-0.8346, 2.5942, -1.4257)
H (-2.0007, -1.1802, 0.1015)
H (-0.2522, -0.6346, 1.0031)
Cl (3.1966, -0.8419, -0.9833)
Cl (-3.1454, -2.1262, 0.2391)
C (-0.7784, 0.8648, -0.2453)
Cl (2.3635, 0.5616, 1.2397)
N (-0.6435, 1.7926, -0.9874)
C (2.9807, -0.8571, 0.6542)

- Total charge: 0
- HOMO: -9.76 eV

The molecule's Mulliken atomic charges, reported in e, are given here: -0.524, 0.235, 0.295, 0.193, 0.004, -0.431, 0.523, -0.031, -0.276, 0.013

---

# 4
The following is a DFT calculation (ωB97M-V/def2-TZVPD) of a molecular structure, C39H60N4O3SeTi at a distorted geometry.

Atoms and positions in Å:
N (10.3238, 10.0147, 9.0208)
Se (7.6604, 12.1513, 12.5473)
H (4.8797, 16.8983, 10.7184)
O (9.2900, 9.3044, 12.0942)
H (13.7245, 14.2388, 13.7184)
H (11.5804, 13.2847, 18.0822)
H (7.7417, 16.4874, 7.0886)
C (10.9943, 15.5949, 16.7824)
O (8.8268, 12.4467, 9.6342)
H (12.0217, 6.8899, 11.1598)
H (13.0886, 10.8781, 15.4588)
H (13.8378, 9.2142, 6.8333)
H (12.0205, 15.3351, 16.8353)
H (9.1585, 16.1678, 6.1070)
H (12.3725, 11.1975, 7.0365)
H (10.6218, 14.2957, 6.5510)
H (8.3961, 18.1036, 13.0197)
C (7.0399, 18.5873, 10.7126)
C (8.9053, 14.7970, 7.7896)
H (9.9272, 9.1381, 12.7997)
H (6.4996, 18.4589, 9.7672)
H (8.4215, 15.3531, 17.9466)
O (10.6173, 11.5524, 11.8889)
C (13.3202, 11.0299, 12.4971)
C (7.3740, 17.7332, 13.0137)
N (7.5187, 9.8622, 10.5806)
C (10.3468, 14.3607, 7.5857)
H (7.6294, 8.9249, 13.4444)
H (13.5186, 13.5925, 12.0934)
H (13.8653, 11.2159, 8.0735)
C (13.6431, 8.7713, 7.8029)
H (9.3182, 16.9616, 7.7058)
C (13.1085, 12.0940, 13.5680)
Ti (9.3484, 10.8408, 10.6304)
C (7.4273, 14.9687, 11.9400)
H (13.1204, 8.1592, 10.5442)
C (11.4422, 13.1393, 15.0951)
C (10.0234, 14.3366, 16.8472)
H (5.8808, 7.0216, 11.3901)
H (14.4032, 10.8334, 12.3824)
C (12.7639, 11.0143, 8.0870)
C (10.4770, 13.4618, 18.0339)
H (14.9224, 13.0818, 13.0810)
C (8.0951, 8.5155, 12.4843)
H (6.6166, 19.4490, 11.1776)
H (7.9771, 16.9699, 9.2204)
C (7.2304, 8.7094, 11.2680)
H (12.3032, 13.2792, 15.7646)
H (8.4086, 7.4816, 12.6705)
H (8.1082, 18.7829, 10.5675)
H (4.8238, 17.9959, 12.0984)
H (10.1499, 13.9104, 19.0041)
H (5.0996, 16.2258, 12.2730)
H (12.8019, 10.0811, 12.7943)
H (10.5305, 6.1341, 8.6306)
H (10.9865, 15.0637, 8.1162)
C (10.5299, 12.1145, 13.1218)
C (5.2986, 17.1107, 11.7028)
H (6.8911, 11.3208, 9.2247)
H (4.6886, 7.6975, 9.3552)
H (7.8057, 12.9394, 7.3846)
C (10.1811, 13.6099, 15.5254)
H (9.9653, 12.4779, 18.0762)
C (10.2172, 7.0017, 9.2096)
H (6.8656, 14.2929, 6.9637)
H (8.0894, 13.7857, 14.8660)
C (8.4467, 14.8439, 9.2595)
H (4.7822, 10.1723, 8.6651)
C (6.8419, 17.3737, 11.6119)
H (8.2656, 15.3512, 16.1992)
C (7.4567, 16.1224, 11.1092)
N (11.3806, 7.8707, 9.4135)
H (9.4730, 7.5313, 8.6083)
C (13.8561, 13.3563, 13.0825)
H (7.0529, 15.0537, 12.9500)
C (8.5283, 14.7711, 17.0696)
H (7.8805, 13.8877, 17.1541)
N (12.6097, 9.6157, 8.4862)
C (11.6825, 12.4272, 13.8982)
C (11.4364, 9.1793, 9.0191)
C (13.7921, 11.5307, 14.8703)
H (8.2312, 13.8532, 5.8893)
H (10.7994, 16.1260, 17.6839)
H (7.2741, 16.8860, 13.6803)
C (5.3872, 8.3749, 9.7587)
C (9.0586, 13.3070, 14.7108)
C (12.4852, 7.3378, 10.2522)
H (12.3163, 11.7081, 8.8143)
C (8.7727, 16.1865, 7.1534)
C (6.6622, 10.3845, 9.6897)
C (6.1428, 7.9251, 10.8293)
H (10.2113, 10.6299, 8.1996)
H (13.1717, 7.7629, 7.6439)
C (7.9075, 13.9430, 6.9475)
C (7.7974, 13.7669, 11.3908)
H (14.5440, 8.7862, 8.4492)
H (6.7647, 18.5297, 13.3972)
C (8.4377, 13.7175, 10.1003)
H (9.8090, 6.6852, 10.1680)
H (10.7715, 16.2581, 15.9343)
H (12.9485, 11.3310, 11.5139)
H (13.0085, 6.5604, 9.6950)
H (14.6916, 10.9676, 14.6377)
C (9.2465, 12.5327, 13.5518)
H (14.0694, 12.3671, 15.5023)
C (5.5171, 9.7079, 9.3300)
C (7.9731, 16.0392, 9.8180)
H (10.5621, 13.3921, 8.0466)

- Spin multiplicity: 2
- Total charge: +1
- HOMO (spin up / spin down): -9.12 / -9.61 eV

Results of the Mulliken charge analysis, in e, for atoms 1 through 99: 0.024, 0.188, 0.364, -0.302, 0.289, 0.300, 0.491, -1.698, -0.206, 0.328, 0.297, 0.486, 0.371, 0.414, 0.375, 0.521, 0.376, -2.297, 2.548, 0.162, 0.420, 0.491, -0.053, -1.954, -1.660, 1.017, -1.716, 0.341, 0.345, 0.494, -1.239, 0.446, 2.230, -0.349, -0.267, 0.345, -0.297, 1.790, 0.446, 0.610, -1.123, -1.555, 0.454, -0.710, 0.497, 0.286, 0.369, 0.098, 0.495, 0.427, 0.463, 0.432, 0.374, 0.233, 0.364, 0.413, 0.682, -1.658, 0.565, 0.533, 0.025, 0.119, 0.318, -0.986, 0.346, 0.323, -1.042, 0.448, 2.071, 0.276, -0.772, 0.425, 0.296, -1.622, 0.536, -1.758, 0.314, 0.193, -0.535, 0.366, -1.770, 0.454, 0.540, 0.313, -0.482, -0.075, -1.129, 0.172, -2.407, -0.336, -0.832, 0.060, 0.363, -1.368, -0.239, 0.329, 0.496, 1.057, 0.261

---

# 5
The following is a DFT calculation (ωB97M-V/def2-TZVPD) of 2 unconnected molecules or ions with the total composition CH5NO.

Atoms and positions in Å:
C (-2.1167, 1.3338, 0.3981)
H (-1.0507, 1.1744, 0.1132)
N (2.0431, -1.4625, -0.2445)
O (-2.4720, 1.8005, 1.4394)
H (1.7828, -0.5243, 0.0138)
H (1.5529, -1.7601, -1.0688)
H (-2.7752, 1.0442, -0.4363)
H (3.0357, -1.6059, -0.2150)

- Total charge: 0
- Structure (SMILES): C=O.N
- HOMO: -9.88 eV

The molecule's Mulliken atomic charges, reported in e, are given here: 0.049, 0.124, -0.603, -0.379, 0.190, 0.204, 0.206, 0.209

---

Number 1: electronic energy -19749.71950 eV. Number 2: electronic energy -7861.85547 eV. Number 3: electronic energy -42666.06144 eV. Number 4: electronic energy -141978.08245 eV. Number 5: electronic energy -4654.64639 eV.